[1]
{
  "formula": "C3H8NO2",
  "method": "ωB97M-V/def2-TZVPD",
  "species": ["O", "C", "O", "H", "C", "C", "N", "H", "H", "H", "H", "H", "H", "H"],
  "coordinates": [[-0.82564, 0.87239, -1.88006], [0.18936, 1.64971, -1.74894], [0.83085, 1.96486, -0.70857], [0.52912, 2.05503, -2.73096], [0.12369, -1.58455, 0.01836], [-0.57307, -0.51859, 0.88621], [0.43831, 0.26955, 1.55926], [0.72305, -2.28847, 0.58801], [-0.57069, -2.15368, -0.62446], [0.75045, -0.98064, -0.67886], [-1.32704, 0.02755, 0.26794], [-1.14758, -1.02163, 1.67060], [0.78547, 1.01185, 0.98387], [0.07372, 0.69660, 2.39759]],
  "lowdin_charge": [-0.1718, -0.6070, -0.1486, 0.0783, -0.1332, -0.3778, -0.0249, 0.0451, 0.0596, 0.0640, 0.0890, 0.0812, 0.0061, 0.0402],
  "orbital_gap_ev": 8.653,
  "fmax_ha_per_bohr": 0.042,
  "energy_ev": -8827.1331,
  "total_charge": -1,
  "e_homo_ev": -4.20
}

***

[2]
{
  "formula": "C3H8NO2",
  "method": "ωB97M-V/def2-TZVPD",
  "species": ["O", "C", "C", "N", "C", "O", "H", "H", "H", "H", "H", "H", "H", "H"],
  "coordinates": [[1.97269, -1.22958, 0.85201], [1.23908, -0.10117, 0.71228], [0.75493, 0.11188, -0.68522], [-0.65254, 0.61330, -0.68197], [-1.61983, -0.19167, 0.08653], [1.07231, 0.69088, 1.60768], [2.30585, -1.22865, 1.76611], [1.34951, 0.92714, -1.12411], [0.79622, -0.80065, -1.26737], [-0.96662, 0.72448, -1.70974], [-0.63091, 1.59564, -0.34358], [-2.58644, 0.30206, 0.01351], [-1.68515, -1.17731, -0.35627], [-1.34910, -0.23637, 1.13014]],
  "lowdin_spin": [0.0248, 0.0743, 0.1507, 0.1472, 0.0856, 0.0743, 0.0011, 0.0712, 0.0241, 0.1884, 0.1003, 0.0344, 0.0176, 0.0060],
  "s_squared": 0.75,
  "orbital_gap_ev": [4.442, 11.478],
  "fmax_ha_per_bohr": 0.014,
  "energy_ev": -8822.8803,
  "e_homo_ev": [-3.76, -10.92],
  "spin_multiplicity": 2
}

***

[3]
{
  "formula": "C3H8NO2",
  "method": "ωB97M-V/def2-TZVPD",
  "species": ["C", "C", "C", "N", "O", "O", "H", "H", "H", "H", "H", "H", "H", "H"],
  "coordinates": [[-0.23992, 1.20841, 1.19465], [-1.48833, 0.63761, 1.08914], [1.05278, 0.50472, -1.93272], [1.27903, -0.68509, -1.73397], [0.16076, -1.49764, 0.61838], [0.66516, 1.57191, -2.17785], [-0.05671, 2.01742, 0.53905], [0.49137, 0.93330, 2.02459], [-1.85564, -0.24239, 1.62710], [-2.11782, 0.81766, 0.32036], [-0.77120, -1.89806, 0.23707], [-0.06802, -0.41792, 0.54201], [1.95813, -1.19000, -2.31895], [0.99040, -1.75994, -0.02887]],
  "lowdin_charge": [-0.0145, 0.0053, -0.3450, 0.1331, 0.0408, 0.2180, 0.0602, 0.1235, 0.0884, 0.0442, 0.2375, 0.0841, 0.1258, 0.1986],
  "orbital_gap_ev": 11.543,
  "fmax_ha_per_bohr": 0.078,
  "energy_ev": -8816.1850,
  "total_charge": 1,
  "e_homo_ev": -15.64
}

***

[4]
{
  "formula": "C3H8NO2",
  "method": "ωB97M-V/def2-TZVPD",
  "species": ["C", "C", "N", "C", "O", "O", "H", "H", "H", "H", "H", "H", "H", "H"],
  "coordinates": [[-0.44291, -1.66310, 0.86645], [-0.50982, -0.51583, -0.12436], [-1.69129, 0.40225, 0.29421], [0.70058, 0.38860, -0.25743], [1.11134, 0.95146, 0.71502], [1.19828, 0.48735, -1.49160], [0.09546, -2.47637, 0.38340], [0.08709, -1.42543, 1.78930], [-1.43314, -1.99765, 1.17233], [-0.78109, -0.89263, -1.11106], [-2.11536, 0.11174, 1.17847], [-2.45703, 0.29614, -0.38184], [-1.40014, 1.38250, 0.33164], [1.83014, 1.25888, -1.42987]],
  "lowdin_charge": [-0.0104, -0.2091, 0.2492, -0.5145, 0.1605, 0.1547, 0.1077, 0.1049, 0.0951, 0.1567, 0.1708, 0.1814, 0.1752, 0.1777],
  "smiles": "C[C@@H]([NH3+])C(=O)O",
  "orbital_gap_ev": 11.584,
  "fmax_ha_per_bohr": 0.026,
  "energy_ev": -8819.1621,
  "total_charge": 1,
  "e_homo_ev": -15.50
}

***

[5]
{
  "formula": "C3H8NO2",
  "method": "ωB97M-V/def2-TZVPD",
  "species": ["C", "C", "C", "N", "O", "O", "H", "H", "H", "H", "H", "H", "H", "H"],
  "coordinates": [[-0.45172, -0.76500, 0.91673], [-0.79365, 0.21515, -0.25373], [0.54122, 0.82037, -0.35183], [1.02993, -0.89173, 0.65843], [-1.79659, 1.21623, -0.09846], [1.17496, 0.89278, -1.52924], [-0.49678, -0.31432, 1.91444], [-1.11918, -1.72079, 0.97878], [-0.98152, -0.42128, -1.14536], [0.89991, 1.50423, 0.35602], [1.53897, -1.12176, 1.55168], [1.22222, -1.65250, -0.10528], [-1.62000, 1.93969, -0.67896], [0.85222, 0.29893, -2.21319]],
  "lowdin_charge": [-0.1202, -0.3174, -0.0386, 0.0583, 0.0539, 0.1562, 0.1335, 0.1667, 0.1715, 0.1593, 0.1550, 0.1780, 0.0986, 0.1452],
  "orbital_gap_ev": 10.867,
  "fmax_ha_per_bohr": 0.080,
  "energy_ev": -8816.9099,
  "total_charge": 1,
  "e_homo_ev": -15.68
}

***

[6]
{
  "formula": "C3H8NO2",
  "method": "ωB97M-V/def2-TZVPD",
  "species": ["O", "C", "O", "H", "H", "C", "C", "N", "H", "H", "H", "H", "H", "H"],
  "coordinates": [[-1.48492, -0.17977, -0.30746], [-2.56106, 0.37315, -0.00675], [-2.65041, 1.13513, 1.05582], [-3.46309, 0.16412, -0.56929], [-3.49598, 0.82940, 1.44584], [1.44866, -0.30212, -0.71029], [2.63739, -0.93330, -0.64394], [0.85987, 0.30776, 0.51877], [0.63721, -0.68571, -1.32531], [2.88604, -1.75999, -1.30683], [3.42665, -0.34294, -0.18435], [-0.62920, 0.42415, 0.05451], [1.19332, -0.28165, 1.27001], [1.19552, 1.25177, 0.70927]],
  "lowdin_charge": [0.1572, -0.1618, 0.1878, 0.1812, 0.1709, -0.1946, 0.0473, 0.0149, 0.0858, 0.0734, 0.0756, 0.1386, 0.1098, 0.1137],
  "orbital_gap_ev": 8.720,
  "fmax_ha_per_bohr": 0.054,
  "energy_ev": -8816.5305,
  "total_charge": 1,
  "e_homo_ev": -13.67
}

***

[7]
{
  "formula": "C3H8NO2",
  "method": "ωB97M-V/def2-TZVPD",
  "species": ["C", "C", "C", "N", "O", "O", "H", "H", "H", "H", "H", "H", "H", "H"],
  "coordinates": [[1.70956, 1.61733, -0.23174], [0.73197, -0.46159, -0.09241], [-0.63192, -0.00340, -0.50277], [-1.78767, -0.62431, 0.39011], [1.62145, 0.42220, 0.20916], [0.81265, -1.61244, 0.55917], [2.52141, 2.30176, -0.13822], [0.99528, 2.07329, -0.93252], [-0.74316, -0.31915, -1.49533], [-0.83790, 1.04830, -0.16277], [-2.75206, -0.47785, 0.00987], [-1.64717, -0.28380, 1.46819], [-1.71463, -1.66458, 0.47414], [1.72219, -2.01575, 0.44512]],
  "lowdin_charge": [-0.0090, -0.4402, -0.0233, 0.1559, 0.0464, 0.0785, 0.0792, 0.0886, 0.1205, 0.1464, 0.1761, 0.2471, 0.1607, 0.1731],
  "orbital_gap_ev": [7.263, 7.367],
  "fmax_ha_per_bohr": 0.080,
  "energy_ev": -8814.4120,
  "total_charge": 1,
  "e_homo_ev": [-11.36, -11.41]
}

***

[8]
{
  "formula": "C3H8NO2P",
  "method": "ωB97M-V/def2-TZVPD",
  "species": ["C", "C", "C", "N", "O", "O", "P", "H", "H", "H", "H", "H", "H", "H", "H"],
  "coordinates": [[0.81504, 1.02810, 0.17171], [0.40835, 1.10581, 1.61923], [1.03910, -0.38684, -0.22147], [0.74123, -1.23999, 0.64596], [-1.28240, -1.16150, -2.53516], [-1.85864, -0.26339, 0.86871], [-0.67722, -0.49600, 1.78635], [-0.11923, 1.25886, -0.38576], [1.58019, 1.64440, -0.28654], [1.18036, 1.15861, 2.28734], [-0.37447, 1.95821, 1.69252], [1.22001, -0.71187, -1.24681], [0.82175, -2.26928, 0.57120], [-1.84076, -0.71087, -3.21998], [-1.65329, -0.91425, -1.74730]],
  "lowdin_charge": [-0.2551, -0.3105, -0.1769, -0.0404, -0.0436, -0.5486, 0.7229, 0.1219, 0.1113, 0.0267, 0.1103, 0.1318, 0.1256, 0.0728, -0.0480],
  "orbital_gap_ev": 8.123,
  "fmax_ha_per_bohr": 0.085,
  "energy_ev": -18113.8340,
  "e_homo_ev": -7.89
}

***

[9]
{
  "formula": "C3H8NO2S",
  "method": "ωB97M-V/def2-TZVPD",
  "species": ["C", "C", "C", "N", "O", "O", "S", "H", "H", "H", "H", "H", "H", "H", "H"],
  "coordinates": [[-0.36295, -1.01639, -0.15010], [1.11613, 1.82428, 1.40400], [0.49071, 1.14803, 0.24833], [-0.80712, -2.24329, 0.32068], [-0.38140, -0.73383, -1.34700], [0.04084, -0.17411, 0.80762], [-1.94341, -0.83246, -4.09959], [1.75129, 1.08892, 1.81827], [1.76672, 2.59717, 1.12876], [0.54815, 2.10714, 2.17751], [1.17505, 1.01660, -0.43178], [-0.35403, 1.65905, -0.17143], [-0.76428, -2.45569, 1.34389], [-0.64407, -3.09368, -0.23062], [-1.63163, -0.89174, -2.81854]],
  "lowdin_charge": [-0.5717, -0.0336, -0.1412, 0.1745, 0.0067, 0.0449, 1.0627, 0.0855, 0.0844, 0.0503, 0.0684, 0.1297, 0.1410, 0.1237, -0.2253],
  "orbital_gap_ev": [4.576, 4.190],
  "fmax_ha_per_bohr": 0.108,
  "energy_ev": -19649.7637,
  "total_charge": 1,
  "e_homo_ev": [-14.37, -14.34]
}

***

What is the formula in the second record? C3H8NO2